[1]
A single CHN3O4S molecule in a non-equilibrium geometry, computed with wB97M-V/def2-TZVPD.

The calculation puts the HOMO energy at -10.7 eV. As for the relative energy (zero: lowest compared OMol25 entry of this formula, charge and spin): 44.6 kcal/mol. Its spin multiplicity is 1. The value obtained for the LUMO energy is -0.02369 hartree. Its total charge is 0. The calculation puts the electronic energy at -24540.7305 eV. Its gap between HOMO and LUMO is 0.370 hartree.

Geometry (Å):
1 C 0.15 -2.28 -1.66
2 N 0.09 -3.40 -1.90
3 N 0.11 -1.01 -1.34
4 N -0.24 2.14 1.47
5 O -0.68 3.19 1.16
6 O 0.76 1.87 2.04
7 O 0.68 -0.64 -0.03
8 O -1.04 1.08 1.07
9 S -0.27 -0.60 1.22
10 H 0.45 -0.33 -2.02


[2]
2 unconnected molecules or ions with the total composition CHN3O5S in a non-equilibrium geometry, computed with wB97M-V/def2-TZVPD.

The calculation puts the HOMO energy (spin up / spin down) at -11.4 / -11.4 eV. As for the relative energy (zero: lowest compared OMol25 entry of this formula, charge and spin): 37.3 kcal/mol. Its spin multiplicity is 1. The value obtained for the LUMO energy (spin up / spin down) is -0.12039 / -0.12016 hartree. Its total charge is 0. The calculation puts the electronic energy at -26586.9832 eV. Its gap between HOMO and LUMO (spin up / spin down) is 0.300 / 0.300 hartree.

Geometry (Å):
1 C 1.02 1.59 -0.66
2 N 1.34 2.69 -0.72
3 N 0.85 0.33 -0.76
4 N -1.15 -0.42 1.19
5 O -1.47 -1.41 1.70
6 O -1.12 0.73 1.47
7 O -0.53 -1.74 -1.32
8 O -1.61 0.48 -1.32
9 O 1.40 -0.63 0.73
10 S -0.72 -0.43 -0.74
11 H 1.99 -1.19 0.43